A molecular structure, C14H8MnNO7S in a non-equilibrium geometry, computed with ωB97M-V/def2-TZVPD.

Output
- HOMO energy (alpha / beta) (eV) = -12.63 / -12.60
- HOMO-LUMO gap (alpha / beta) (eV) = 5.486 / 5.550
- 2S+1 = 2
- net charge = +1

The geometry in XYZ format:
```
32
Properties=species:S:1:pos:R:3:forces:R:3:lowdin_spin:R:1
Mn -0.9930 0.0056 -1.3890 -1.152 -0.394 0.452 0.917
O 4.0711 0.1367 -4.6300 0.546 0.082 -0.330 0.000
C 2.9796 0.0394 -3.9044 -0.825 -0.131 0.569 0.000
C 2.3815 -1.1871 -3.5402 -0.134 0.235 0.125 -0.001
C 1.2288 -1.1413 -2.7821 -0.118 -0.219 0.079 0.001
N 0.7007 0.0143 -2.3928 0.493 0.006 -0.514 -0.005
C 1.2425 1.1855 -2.7258 -0.140 0.176 0.050 0.001
C 2.3880 1.2526 -3.4811 -0.045 -0.249 0.025 0.000
C 0.3548 2.3015 -2.1440 2.505 0.143 -1.429 0.003
O 0.5722 3.4690 -2.2328 -0.528 -0.569 0.277 -0.004
O -0.6455 1.6917 -1.5421 -2.051 1.581 1.308 -0.008
C 0.3304 -2.2777 -2.2471 2.481 -0.038 -1.427 0.002
O 0.5372 -3.4428 -2.3909 -0.509 0.597 0.293 -0.007
O -0.6597 -1.6888 -1.6100 -2.002 -1.329 1.218 -0.026
H 4.4605 -0.7103 -4.8920 -0.186 0.031 0.102 0.000
H 2.8040 -2.1363 -3.8365 -0.015 -0.084 -0.031 0.000
H 2.8358 2.1937 -3.7572 -0.006 0.130 -0.001 0.000
O -0.0283 -0.4804 5.8717 0.610 -0.284 0.462 0.000
C -1.0330 0.2706 5.4451 -0.613 0.505 -0.481 0.001
O -1.5769 1.0810 6.1386 0.224 -0.282 0.141 0.004
C -1.4794 0.1130 4.0123 0.108 -0.004 -0.301 0.015
C -2.8146 0.4088 3.7260 0.167 -0.161 0.052 -0.002
C -3.2844 0.3251 2.4325 0.064 -0.013 -0.090 0.009
C -2.3991 -0.0072 1.3956 0.239 -0.014 -0.227 0.009
S -2.9543 0.0120 -0.2496 1.634 0.056 -0.595 0.059
C -1.0519 -0.2930 1.6861 0.132 0.005 -0.357 0.025
C -0.5933 -0.2270 2.9830 -0.184 -0.061 0.189 0.001
H 0.3142 -1.1289 5.2415 -0.305 0.155 -0.032 0.000
H -3.4621 0.6950 4.5425 -0.032 0.022 -0.013 0.000
H -4.3188 0.5358 2.2042 -0.061 0.030 -0.003 0.000
H -0.3567 -0.5778 0.8786 -0.305 0.052 0.481 0.007
H 0.4492 -0.4339 3.1887 0.008 0.025 0.011 0.000
```
Positions in Å, forces in eV/Å.


C5H9BrSi in the gas phase in a non-equilibrium geometry, computed with ωB97M-V/def2-TZVPD.

Output
- HOMO energy (eV) = -9.68
- HOMO-LUMO gap (eV) = 10.122
- 2S+1 = 1
- net charge = 0
- SMILES = CC(C)[SiH2]C#CBr

The geometry in XYZ format:
```
16
Properties=species:S:1:pos:R:3:forces:R:3:nbo_charge:R:1
C 0.0928 1.9068 -0.8238 0.968 -0.144 -0.374 -0.494
C 1.0583 2.1179 -1.5348 -0.430 0.942 -0.050 -0.131
C 0.6218 -0.7068 1.5089 2.054 2.017 -2.129 -0.612
C -0.0735 -1.3615 -0.6923 -1.858 0.031 -1.156 -0.634
C -0.5647 -0.7004 0.5462 -1.391 0.384 3.512 -0.611
Si -1.2350 1.0312 0.0682 0.749 -2.436 -0.968 1.114
Br 2.2608 2.9078 -2.6574 -0.320 -0.538 0.463 0.194
H 1.4346 -0.1909 0.8701 -0.334 -1.406 0.985 0.191
H 0.6515 -0.0080 2.3162 -0.832 0.118 1.095 0.211
H 0.8729 -1.7168 1.8136 0.348 0.003 0.035 0.208
H 0.7811 -0.7389 -0.9518 0.700 -0.976 -0.180 0.221
H -0.7721 -1.1258 -1.5446 0.386 -0.931 0.618 0.205
H 0.0186 -2.4428 -0.4899 0.638 0.482 -0.765 0.222
H -1.3149 -1.2333 1.3047 0.463 0.736 -2.499 0.229
H -2.1875 0.6450 -1.0045 -0.380 0.550 0.322 -0.151
H -1.6447 1.6166 1.2712 -0.761 1.168 1.091 -0.164
```
Positions in Å, forces in eV/Å.